Entry from the Open Molecules 2025 dataset: an isolated molecule of C5H8N2 (wB97M-V/def2-TZVPD).

Each line ends with the Mulliken charge.
Positions of all 15 atoms, in Å:
C: -0.9660 -0.8734 0.7672  -0.887
N: -0.3057 -0.7433 -0.5780  -0.367
C: 1.0108 -1.2522 -0.3302  -0.616
C: 1.8261 -0.2462 0.0406  -0.101
C: 1.0640 0.9900 -0.0401  -0.796
C: -0.1367 0.6617 -0.5904  0.655
N: -1.2201 1.4221 -0.9542  -0.502
H: -1.9879 -0.4660 0.7387  0.257
H: -1.0642 -1.9448 1.0115  0.280
H: -0.2657 -0.1580 1.3500  0.396
H: 1.1753 -2.3201 -0.3948  0.440
H: 2.8644 -0.3332 0.3399  0.419
H: 1.3838 1.9737 0.2698  0.363
H: -2.1005 0.9395 -1.0616  0.248
H: -1.2774 2.3503 -0.5682  0.210

E_HOMO	-7.51	eV
E_LUMO	0.0393	Ha
structure (SMILES)	Cn1cccc1N
DFT total energy	-8293.146	eV